{
  "formula": "C26H49BMoN9",
  "method": "ωB97M-V/def2-TZVPD",
  "max_force_ev_per_a": 2.44,
  "lumo_energy_ev": [-2.64, -2.64],
  "homo_lumo_gap_ev": [7.715, 7.714],
  "molar_mass_g_mol": 594.49,
  "total_charge": 1,
  "symbols": ["Mo", "N", "N", "N", "N", "N", "N", "N", "N", "N", "C", "C", "C", "C", "C", "C", "C", "C", "C", "C", "C", "C", "C", "C", "C", "C", "C", "C", "C", "C", "C", "C", "C", "C", "C", "C", "B", "H", "H", "H", "H", "H", "H", "H", "H", "H", "H", "H", "H", "H", "H", "H", "H", "H", "H", "H", "H", "H", "H", "H", "H", "H", "H", "H", "H", "H", "H", "H", "H", "H", "H", "H", "H", "H", "H", "H", "H", "H", "H", "H", "H", "H", "H", "H", "H", "H"],
  "positions_angstrom": [[0.33445, -0.51271, 0.12853], [-1.05691, -2.21688, -1.84050], [-1.14185, 0.72254, -1.39640], [1.72984, 1.99487, 0.83110], [1.68640, -1.13401, 1.00378], [0.17844, -1.69815, -1.62170], [-1.63335, 1.54269, 1.37802], [-2.27504, -1.92473, 0.33812], [-2.27290, -0.06035, -1.39371], [-1.35065, -1.40467, 1.19218], [2.86661, -1.71825, 1.61682], [0.93164, 2.47398, -2.57559], [-3.28022, 0.59423, -1.99486], [2.47167, -2.76946, 2.66103], [-1.77965, -1.69640, 2.43990], [3.70171, -0.61521, 2.27415], [-3.25914, -2.51610, 1.01719], [-1.56479, 3.00439, 1.30350], [2.92364, -2.16702, -4.12230], [-0.84848, 3.62507, 2.49160], [-0.64809, -2.67953, 4.41414], [-0.10449, -0.28782, 3.79952], [1.48057, 3.33097, 1.41501], [-0.52609, 2.90937, -2.58802], [-1.01704, -3.06906, -2.86547], [2.46514, -1.90874, -2.68389], [3.69553, -2.41767, 0.53670], [-1.45969, 1.83887, -2.06869], [-2.97580, -2.41620, 2.35615], [-2.81605, 1.80903, -2.42770], [0.27947, -3.13503, -3.32731], [0.61562, 3.22028, 2.66882], [-1.16331, -1.37857, 3.78196], [2.80649, -0.47254, -2.29091], [1.00606, -2.24264, -2.53470], [-0.71622, 4.29596, -1.96282], [-2.28856, -1.60661, -1.15779], [3.01969, -2.59238, -2.04079], [0.67094, 2.18837, 3.01363], [2.42168, 3.82923, 1.66291], [4.58688, -1.05404, 2.73468], [-2.20293, 1.20366, 0.61130], [-4.09391, -2.96271, 0.50367], [2.37539, 2.09599, 0.05345], [4.02913, 0.11815, 1.53443], [2.22381, 1.43967, 1.52261], [3.88809, -0.34226, -2.24600], [2.91887, -3.23038, -4.35913], [-0.35396, 5.05874, -2.65219], [-1.02943, 3.23440, 0.38602], [-1.45656, -3.39402, 4.56413], [2.41032, -0.19937, -1.30714], [0.09820, -3.14734, 3.77374], [1.58146, 3.30378, -2.85616], [-2.12248, 1.26199, 2.22237], [-0.82793, 3.00993, -3.63394], [2.03911, -2.32026, 3.55097], [2.28078, -1.64995, -4.83642], [-1.91322, -3.55785, -3.20971], [-0.90817, 4.71090, 2.37612], [-4.24588, 0.12937, -2.10543], [4.49931, -2.98448, 1.00543], [-1.99785, -1.03007, 4.39798], [0.64849, -3.72239, -4.14859], [-3.27726, -2.07170, -1.64098], [3.36471, -3.31646, 2.96200], [1.21545, 2.12815, -1.58270], [2.41261, 0.22323, -3.02928], [3.13111, -0.10935, 3.05658], [3.06526, -3.10682, -0.02329], [-2.55605, 3.46489, 1.22388], [-1.39048, 3.38421, 3.41191], [1.76101, -3.47734, 2.23285], [-0.14844, 4.39918, -1.03986], [0.77875, -0.59287, 3.24865], [4.14110, -1.69209, -0.14296], [-0.48305, 0.61553, 3.33644], [-3.56491, -2.77543, 3.18231], [-1.76509, 4.50346, -1.74907], [1.09180, 1.66261, -3.28391], [-0.19295, -2.47222, 5.38378], [0.99160, 3.94323, 0.65726], [1.04341, 3.83425, 3.46272], [3.94256, -1.80357, -4.25674], [0.18193, -0.06469, 4.82795], [-3.34986, 2.55755, -2.98825]],
  "lowdin_charge": [1.539, -0.021, 0.013, -0.012, -0.182, -0.058, 0.014, -0.034, -0.045, -0.021, -0.666, -0.064, -0.056, -0.042, -0.242, -0.044, -0.043, -0.261, -0.060, -0.187, -0.049, -0.071, -0.239, -0.349, -0.032, -0.353, -0.042, -0.259, -0.001, 0.001, 0.009, -0.188, -0.347, -0.069, -0.226, -0.055, -0.527, 0.112, 0.073, 0.114, 0.097, 0.040, 0.131, 0.060, 0.079, 0.029, 0.092, 0.081, 0.088, 0.065, 0.081, 0.023, 0.056, 0.095, 0.079, 0.141, 0.062, 0.093, 0.134, 0.118, 0.130, 0.095, 0.142, 0.111, 0.126, 0.095, 0.030, 0.064, 0.079, 0.082, 0.121, 0.114, 0.091, 0.049, 0.033, 0.074, 0.029, 0.119, 0.085, 0.067, 0.089, 0.088, 0.114, 0.086, 0.097, 0.118]
}

{
  "formula": "C6H18O3",
  "method": "ωB97M-V/def2-TZVPD",
  "max_force_ev_per_a": 3.05,
  "lumo_energy_ev": [3.43, 3.33],
  "multiplicity": 2,
  "homo_lumo_gap_ev": [2.515, 9.903],
  "molar_mass_g_mol": 138.21,
  "total_charge": -1,
  "symbols": ["O", "O", "O", "C", "C", "C", "C", "C", "C", "H", "H", "H", "H", "H", "H", "H", "H", "H", "H", "H", "H", "H", "H", "H", "H", "H", "H"],
  "positions_angstrom": [[-1.45357, -0.68614, 0.53863], [1.46042, -0.41409, 1.99320], [-0.14923, 1.61021, -1.13009], [-2.20564, -1.45333, -0.34171], [-1.57815, -2.80965, -0.48864], [1.59044, 1.74928, 3.02981], [0.68013, 0.77364, 2.27417], [0.41666, 1.46728, -2.43601], [1.15628, 0.11504, -2.38981], [-0.25803, 2.56297, -1.08520], [-0.18353, 0.51714, 2.88768], [0.71063, -0.69599, -1.81385], [2.46878, 2.04923, 2.45827], [2.19902, 0.10406, -2.07255], [1.27796, -0.35227, -3.36701], [-1.44099, -3.22531, 0.50961], [-2.28702, -3.47849, -0.97676], [0.75397, -0.97414, 1.66326], [1.01817, 2.36231, -2.59476], [-1.01122, 0.06000, 0.12728], [0.98800, 2.62813, 3.25955], [-0.36001, 1.20078, -3.15285], [-0.59263, -2.95965, -0.92950], [0.40187, 1.19190, 1.30684], [-3.18958, -1.66522, 0.07670], [1.91461, 1.28816, 3.96276], [-2.32732, -0.96579, -1.30898]],
  "lowdin_charge": [-0.106, -0.104, -0.351, -0.368, -0.120, -0.121, -0.328, -0.438, -0.165, -0.021, 0.106, 0.049, 0.061, 0.053, 0.046, 0.067, 0.063, 0.045, 0.060, 0.037, 0.056, 0.069, 0.064, 0.078, 0.103, 0.062, 0.103]
}

{
  "formula": "C12H14IN",
  "method": "ωB97M-V/def2-TZVPD",
  "max_force_ev_per_a": 3.42,
  "lumo_energy_ev": -0.32,
  "homo_lumo_gap_ev": 7.353,
  "molar_mass_g_mol": 299.15,
  "symbols": ["I", "N", "C", "C", "C", "C", "C", "C", "C", "C", "C", "C", "C", "C", "H", "H", "H", "H", "H", "H", "H", "H", "H", "H", "H", "H", "H", "H"],
  "positions_angstrom": [[2.33147, -0.40621, -1.90357], [-0.10875, 0.65109, 0.03633], [-0.39550, -0.62451, 0.38386], [-1.42443, -0.94378, -1.76173], [-0.90470, -3.17900, 1.20170], [-0.02591, -1.05757, 1.68075], [0.18694, 1.66104, 1.04045], [1.74745, 1.62721, 1.39181], [-1.34678, -2.75062, -0.00766], [0.30406, 2.32177, -1.71139], [0.13608, 0.88889, -1.36644], [-0.74378, 0.08894, -2.20798], [-0.10295, -2.38072, 2.05234], [-1.15536, -1.44495, -0.45494], [0.03489, 2.62439, 0.58188], [-1.79088, -3.40250, -0.63676], [0.57721, -0.25775, 2.07644], [-1.97928, -1.48975, -2.52922], [0.33718, 2.38770, -2.79907], [0.20206, -2.76240, 2.98298], [2.04995, 0.85727, 2.02649], [1.23479, 2.68796, -1.35960], [1.91494, 2.52469, 1.86815], [-0.46682, 1.40949, 1.97827], [2.35241, 1.58705, 0.50116], [-1.02081, 0.59352, -3.13415], [-0.60958, 3.01047, -1.48565], [-1.33390, -4.22170, 1.55554]],
  "lowdin_charge": [0.329, -0.074, -0.215, -0.039, -0.087, -0.004, -0.141, -0.051, -0.044, -0.098, -0.524, -0.152, -0.041, -0.148, 0.088, 0.080, 0.070, 0.131, 0.082, 0.089, 0.045, 0.058, 0.044, 0.162, 0.029, 0.124, 0.141, 0.145]
}

{
  "formula": "C3H7N2P",
  "method": "ωB97M-V/def2-TZVPD",
  "max_force_ev_per_a": 4.49,
  "lumo_energy_ev": [-0.30, -0.12],
  "homo_lumo_gap_ev": [8.521, 8.339],
  "molar_mass_g_mol": 102.08,
  "symbols": ["P", "N", "N", "C", "C", "C", "H", "H", "H", "H", "H", "H", "H"],
  "positions_angstrom": [[-0.04823, 1.20747, -0.35703], [-0.73644, -1.49340, 0.31196], [0.78811, 0.02263, 0.47194], [-1.61957, 0.80051, 0.37455], [2.17827, -0.42289, 0.16763], [-1.72783, -0.78524, 0.49128], [2.63144, -0.05271, -0.76912], [-0.27390, 0.64149, -1.61448], [-1.76817, 1.25014, 1.44426], [2.03938, -1.57436, 0.10974], [-2.54277, 1.17264, -0.30079], [-2.68564, -1.03720, 0.70120], [2.95672, -0.31472, 0.97394]],
  "lowdin_charge": [0.765, 0.133, -0.343, -0.439, -0.210, -0.322, 0.052, -0.063, 0.096, 0.091, 0.110, 0.061, 0.069]
}